No. 1
6
Properties=species:S:1:pos:R:3:forces:R:3 method="wB97M-V/def2-TZVPD" e_above_lowest_kcal_mol=10.04 smiles=CSBr spin_multiplicity=1
C 0.5627 0.1811 -0.1782 -1.3643 2.5090 0.1311
S -0.5320 0.4663 1.2068 -1.9542 -1.8985 -0.4502
Br -2.2170 -1.1475 0.3993 1.4749 1.6308 1.0217
H 0.5069 1.0612 -0.7956 0.2207 0.4229 -0.3158
H 0.1452 -0.5706 -0.7384 -0.5634 -2.0125 -1.1896
H 1.5343 0.0096 0.1061 2.1863 -0.6518 0.8027

No. 2
222
Properties=species:S:1:pos:R:3:forces:R:3 method="wB97M-V/def2-TZVPD" total_charge=+7 spin_multiplicity=1
Ca 0.0862 0.4958 0.1695 -0.4170 1.6633 0.4317
B -1.4400 -1.3501 0.5141 -0.5574 -0.4191 0.2305
H -2.1247 -2.0484 0.9700 -2.6447 -2.5439 1.4170
H -0.6522 -1.7823 -0.0832 3.0566 -2.1991 -1.7786
H -1.9275 -0.7511 -0.2394 -2.1302 2.6667 -2.2084
H -1.0030 -0.7860 1.3235 1.1650 1.8891 3.1899
C 3.2825 6.6722 3.4603 -0.4578 0.7176 0.4627
C 2.7300 5.5331 2.6337 -0.5469 0.4592 -0.1177
N 2.7051 5.9422 1.1639 -1.7277 -2.5962 -0.1046
C 3.6658 6.6397 0.5398 -0.0255 0.7946 -2.0973
C 3.3070 6.7096 -0.7992 -0.6730 0.5239 0.6614
N 2.0337 6.1363 -0.9632 2.5773 -0.9861 1.9094
C 1.7706 5.5057 0.2433 1.0805 1.9135 -0.5514
C 1.2747 6.1612 -2.2388 -0.6552 -1.2228 1.2856
H 4.3461 6.9019 3.3961 -0.0870 -0.1454 -0.2861
H 3.0567 6.5829 4.5229 0.1477 -0.7133 0.0306
H 2.6774 7.5518 3.2403 0.3422 0.3277 -0.3870
H 1.6878 5.3963 2.9223 0.0299 -0.0767 -0.2397
H 3.2047 4.5668 2.8047 0.2635 0.1266 -0.5165
H 4.4599 7.1625 1.0521 0.0145 -0.2722 -0.0651
H 3.8193 7.1896 -1.6199 -0.2030 0.2001 0.1427
H 1.0706 4.6930 0.3697 -0.3921 0.3583 0.2800
H 1.4021 5.2266 -2.7851 0.5187 0.1667 -0.1916
H 1.4941 7.0560 -2.8212 -0.0761 -0.1473 0.2976
H 0.2458 6.0628 -1.8925 -0.1828 0.6498 -0.4634
C 5.8848 2.4944 1.7920 -2.2143 -0.0056 0.0624
C 5.6982 1.6168 0.4988 2.6636 0.2804 0.9342
N 5.5406 2.3568 -0.7449 -0.2583 2.0387 0.2962
C 4.2445 2.8438 -1.0780 3.0362 0.0137 -3.0185
C 4.4437 3.3493 -2.3611 0.5770 -0.8625 0.8919
N 5.7954 3.2227 -2.7265 0.2968 0.2108 2.6316
C 6.5368 2.7820 -1.6208 -5.0910 -1.1642 -1.5444
C 6.2946 3.6689 -4.0320 -0.2227 0.8799 0.4807
H 6.6646 3.2307 1.9867 0.6966 -0.6191 -0.9412
H 5.7690 1.8979 2.6969 0.4558 -0.4191 -0.2311
H 4.9859 3.1028 1.8923 -0.3112 0.1488 -0.2473
H 4.9222 0.8519 0.5281 -0.2966 0.5066 0.3040
H 6.6155 1.0521 0.3323 0.1037 -0.1928 0.2047
H 3.3381 2.7261 -0.5027 0.2556 -0.2368 0.1666
H 3.7272 3.7071 -3.0858 0.1335 0.1272 0.1724
H 7.5915 2.5500 -1.6209 -0.0682 0.0082 0.1927
H 5.8595 4.6558 -4.1895 0.0536 0.0066 -0.2301
H 5.9283 3.0008 -4.8115 0.5141 -0.0822 0.1888
H 7.3723 3.8268 -3.9911 -0.0846 -0.4603 -0.2128
C 4.4916 -3.4214 0.9628 1.4493 0.0717 -1.2190
C 3.6132 -3.4090 2.1611 -0.5831 -1.0159 0.4467
N 4.0442 -2.4175 3.0798 1.8616 1.4391 3.2832
C 4.0070 -1.0434 2.8620 1.7497 -0.8719 1.8871
C 4.6374 -0.4942 3.9806 -1.1347 -0.2200 -0.1988
N 4.9464 -1.5004 4.9035 -0.8145 -0.7438 -3.5963
C 4.6835 -2.6836 4.2906 -1.6221 1.8855 -0.8565
C 5.3921 -1.3083 6.2508 0.8616 0.7621 1.0971
H 4.3155 -2.6967 0.1679 -0.6346 -0.0225 0.2046
H 4.6145 -4.3965 0.4915 -0.3569 -0.0676 0.0757
H 5.4978 -3.1559 1.2872 0.1768 -0.2327 0.2003
H 3.7380 -4.3198 2.7467 -0.1837 -0.3999 -0.3936
H 2.5446 -3.2460 2.0206 -0.0419 -0.0896 -0.4957
H 3.6976 -0.6968 1.8870 -0.1640 0.4004 0.4212
H 4.7835 0.5381 4.2624 -0.0450 -0.0970 -0.1370
H 4.7853 -3.6434 4.7752 0.0514 -0.0532 -0.2568
H 6.4228 -1.6355 6.3878 -0.2220 -0.6022 0.0376
H 4.6769 -1.7395 6.9513 0.3126 -0.1306 -0.0268
H 5.4778 -0.2420 6.4599 -0.4012 0.0402 -0.1613
C 4.5989 0.6863 -9.0300 0.5546 0.8206 0.7695
C 4.9210 0.2225 -7.5937 0.1303 -0.2110 -0.5882
N 3.8518 0.6501 -6.6561 -2.5472 -2.4510 -0.1785
C 3.7485 1.8435 -6.0894 -0.2082 1.6274 2.0207
C 2.6825 1.8576 -5.2079 -0.6486 0.2554 -1.3347
N 1.9502 0.6918 -5.4077 3.0133 -1.4667 -2.3488
C 2.7176 -0.0600 -6.3144 0.3114 1.5560 1.3164
C 0.7229 0.2562 -4.7325 -0.4720 0.6861 0.2232
H 3.5570 0.4399 -9.2348 0.3273 -0.3385 -0.5972
H 5.3716 0.3953 -9.7416 -0.4495 -0.9534 -0.0352
H 4.7065 1.7638 -9.1549 -0.3374 0.3002 0.5519
H 5.8721 0.5584 -7.1805 -0.1200 0.5014 -0.1429
H 5.0281 -0.8602 -7.5261 -0.4819 -0.0684 -0.0790
H 4.4482 2.6364 -6.3089 -0.0674 -0.1042 0.0513
H 2.2693 2.6967 -4.6679 0.0031 -0.2627 0.0887
H 2.5218 -1.0771 -6.6202 -0.0927 0.1487 -0.0027
H 0.9696 -0.1276 -3.7426 -0.0546 0.0346 -0.0497
H 0.0856 -0.4369 -5.2816 0.8260 -0.3123 -0.4537
H 0.0791 1.1312 -4.6429 0.3028 0.0003 0.2711
C -6.2024 -4.1031 -5.6845 0.6804 0.0254 -0.6592
C -5.9680 -4.5664 -4.2585 0.0293 0.0555 0.8259
N -5.0661 -3.6903 -3.4050 1.2007 -0.0796 0.3522
C -5.1714 -3.6344 -2.0216 1.9296 3.0048 0.4690
C -4.1781 -2.6841 -1.5896 -0.3192 -1.3047 -1.4617
N -3.4575 -2.3607 -2.7042 -0.5373 -0.3535 -2.4608
C -3.9420 -3.0089 -3.7796 -1.8266 0.5864 0.7003
C -2.3730 -1.3514 -2.8637 -0.1256 -0.9584 1.8523
H -5.3717 -4.4749 -6.2844 -0.0854 0.0324 -0.2515
H -6.2747 -3.0368 -5.8985 0.1311 0.2202 0.6972
H -7.1159 -4.4787 -6.1456 0.0182 -0.4855 0.4516
H -5.4756 -5.5371 -4.2012 -0.1788 -0.0859 -0.4108
H -6.8761 -4.6691 -3.6646 -0.0533 0.2322 -0.1311
H -5.9569 -4.0703 -1.4222 0.0126 -0.1624 -0.3665
H -3.7129 -2.1539 -0.7717 -1.0262 -0.5906 1.1306
H -3.6438 -2.7154 -4.7753 -0.1600 -0.5557 -0.1043
H -2.6633 -0.4184 -2.3807 -0.2034 0.1169 -0.5707
H -2.0302 -1.2761 -3.8956 -0.2819 -0.0158 0.2147
H -1.6208 -1.7393 -2.1769 0.6367 0.2575 -0.4746
C -3.1432 4.7469 -1.5277 -0.9054 -0.7694 -2.1924
C -4.6132 4.9417 -2.0075 0.2564 0.5069 0.4125
N -5.3070 3.8663 -2.8411 -1.2542 -1.3954 -0.9417
C -4.7466 2.6316 -3.2409 -1.1985 0.0528 -0.7518
C -5.6430 1.9481 -4.0174 -1.9542 2.0908 0.8409
N -6.8595 2.7144 -4.0668 2.2069 1.6780 1.9462
C -6.6300 3.9242 -3.3548 3.2821 -3.4301 0.0301
C -8.1417 2.2228 -4.6311 -0.0585 0.2963 -0.1313
H -2.5666 4.4892 -2.4161 0.3086 -0.4844 0.0548
H -3.0683 3.9658 -0.7712 0.3334 0.4784 0.1812
H -2.7566 5.7465 -1.3290 -0.2412 -0.1709 0.8467
H -4.6213 5.8573 -2.5989 -0.3361 -0.1505 -0.0722
H -5.1377 5.1185 -1.0685 -0.7732 -0.1824 -0.4260
H -3.7986 2.1659 -3.0154 0.2634 0.9781 0.4241
H -5.6026 0.9787 -4.4920 0.0442 0.2046 0.0687
H -7.2517 4.7513 -3.0454 -0.5050 -0.2271 -0.5642
H -8.1869 1.1429 -4.7721 0.7290 -0.0250 0.3381
H -8.2687 2.6318 -5.6335 -0.3321 0.3653 0.2935
H -8.9343 2.4429 -3.9160 -0.0531 0.3819 -0.4013
C -1.3777 5.5444 2.7040 0.7572 -0.8872 0.2625
C -2.7110 5.8613 3.2690 -0.6845 0.7929 -3.1267
N -2.9729 5.2770 4.5004 -3.0667 -2.6047 4.1886
C -2.5352 5.7590 5.7386 0.4678 -0.1797 -0.7303
C -3.1550 5.1053 6.7382 -0.9318 -0.8759 -0.9715
N -3.9976 4.1517 6.1127 0.4930 1.5004 -0.2914
C -3.9595 4.3003 4.7862 2.7915 2.1109 0.1592
C -4.8885 3.3065 6.8591 -0.1872 -1.1490 0.5782
H -0.7086 5.9301 3.4731 0.9624 0.3929 -0.8653
H -1.3736 5.9069 1.6760 0.6633 0.7493 0.2869
H -1.1544 4.4838 2.5885 -0.3454 -0.0337 0.4047
H -3.4369 5.5356 2.5240 -0.3900 -0.0966 0.4023
H -2.7996 6.9468 3.3135 -0.1951 0.0205 0.3671
H -1.7330 6.4772 5.8227 -0.2926 0.1992 -0.1521
H -3.2106 5.2952 7.7999 0.2914 -0.2667 -0.0768
H -4.5418 3.7881 4.0346 0.1215 -0.0317 0.1126
H -5.7209 3.8704 7.2801 -0.1019 -0.1677 -0.2962
H -4.3603 2.8219 7.6802 0.2388 0.4548 0.1748
H -5.1697 2.4403 6.2601 -0.5426 0.4302 -0.2871
C -0.2930 -8.0893 2.9723 -0.8579 -1.2079 -1.3551
N -0.5886 -6.6074 2.9249 1.6364 -0.3317 -0.2523
C -0.9848 -6.2349 4.3036 0.9855 0.9714 1.0672
C 0.8054 -5.9721 2.5340 -1.1440 0.4015 -0.1134
C -1.6781 -6.3147 1.9030 -0.0907 1.9037 0.4397
C -1.8943 -4.7236 1.7237 0.8864 -0.5583 -0.3320
O -0.8612 -4.1422 0.9440 0.8541 -1.8223 -0.0661
H 0.5767 -8.3896 3.5567 -0.1731 0.5902 0.1591
H -0.1695 -8.4589 1.9544 0.5210 0.3537 -0.1881
H -1.1560 -8.6912 3.2570 -0.2113 0.5126 0.6678
H -0.2043 -6.6120 4.9643 -0.3050 -0.6369 0.0716
H -1.9776 -6.5789 4.5938 0.2003 -0.2278 -0.2913
H -0.8724 -5.1712 4.5133 -0.5290 0.2458 -0.6566
H 1.6026 -6.5396 3.0140 -0.2682 0.0678 -0.0370
H 0.8490 -4.9070 2.7617 -0.3545 -0.1752 0.6460
H 0.9042 -5.9243 1.4495 -0.1656 -0.7740 0.0391
H -2.5961 -6.7662 2.2792 0.0354 0.0690 0.1560
H -1.4106 -6.8743 1.0067 0.0737 0.5182 -0.2022
H -1.8520 -4.1648 2.6586 -0.3875 -0.6958 0.6539
H -2.8238 -4.4258 1.2385 -0.4788 -0.8552 0.1512
H -0.9836 -3.1905 0.9731 -0.1243 0.6547 -0.2908
C -3.1124 -0.0793 6.1306 -0.0053 -1.4004 -0.2418
N -3.3048 -0.9844 4.9376 -0.1816 -1.3328 -0.1472
C -3.9496 -2.3016 5.3723 0.8841 -0.1402 1.9140
C -4.3041 -0.3782 3.9826 1.0371 0.4332 -1.0535
C -1.9140 -1.2404 4.1864 -1.6395 2.1131 -0.3287
C -0.7343 -1.6433 4.9717 0.1206 -0.1870 0.2228
O -1.0706 -2.8377 5.5893 0.7531 -1.2181 0.9047
H -3.9958 -0.2312 6.7508 -0.1850 0.8035 -0.1668
H -2.8980 0.9105 5.7275 -0.1301 0.0108 0.4354
H -2.3110 -0.4973 6.7398 0.2181 0.2868 -0.1881
H -4.0803 -3.1092 4.6520 0.0442 0.7865 -0.6652
H -4.8744 -2.0968 5.9117 -0.1826 0.2410 -0.5322
H -3.3111 -2.7337 6.1427 0.1541 0.0910 -0.1026
H -3.9871 0.6370 3.7438 0.1186 -0.1383 -0.0773
H -5.3517 -0.3491 4.2822 0.3206 -0.4089 0.7566
H -4.2228 -0.9778 3.0759 -0.1527 0.1792 -0.0880
H -1.6302 -0.2544 3.8184 -0.5208 0.1125 -0.7006
H -2.1859 -1.9272 3.3848 0.2369 0.1149 0.0478
H -0.3274 -0.9293 5.6877 -0.5799 0.4910 0.1496
H 0.1237 -1.8046 4.3190 -0.1254 0.1831 -0.7890
H -0.2591 -3.0402 6.0605 -0.1875 -0.8062 0.6539
C 2.0559 -5.1282 -1.8378 -0.3125 -1.0788 -1.8558
N 0.8425 -4.9916 -2.8729 0.0179 0.4382 0.6786
C -0.4213 -5.1192 -2.0457 0.8146 -0.5099 0.7479
C 0.7915 -3.5296 -3.4756 0.4730 -1.9324 0.1351
C 0.8807 -6.1489 -3.9638 0.5654 0.1562 0.9240
C 2.1718 -6.1974 -4.7899 0.6314 1.5244 -2.0413
O 2.1793 -4.9865 -5.6111 -0.9272 0.8229 0.8916
H 2.8791 -4.5234 -2.2182 -0.3463 0.2198 0.4013
H 2.3991 -6.1609 -1.9003 -0.1970 -0.1330 -0.2060
H 1.7931 -4.9911 -0.7889 -0.3869 0.7696 -0.4705
H -0.4278 -6.0588 -1.4932 0.2703 -0.3571 -0.3511
H -1.3635 -5.0946 -2.5932 0.3352 0.4757 -0.3370
H -0.3040 -4.3983 -1.2366 -0.5994 0.3614 -0.3759
H 0.1252 -3.6590 -4.3285 0.1291 0.4308 -0.0101
H 1.8110 -3.2894 -3.7773 -0.3241 0.0219 -0.1703
H 0.4376 -2.8257 -2.7224 0.0128 -0.3394 0.0232
H -0.0184 -6.1333 -4.5798 0.1603 0.9349 -0.2707
H 0.6678 -7.0452 -3.3811 0.7437 -0.1504 0.1742
H 2.2327 -6.9366 -5.5887 -0.7376 -1.0463 0.8508
H 3.1497 -6.2152 -4.3087 -0.4147 -0.3187 0.9038
H 2.9501 -4.8831 -6.1738 0.2227 -0.6133 0.0582
B -2.4507 2.1203 1.7723 -0.0874 1.2439 1.0377
F -3.0384 3.3338 1.6772 -1.4195 2.3054 -0.3285
F -1.4906 2.0832 0.7974 2.4334 -0.4234 -1.1228
F -1.9907 2.0389 3.0789 0.7439 -0.8366 0.8569
F -3.3173 1.1624 1.4846 -2.2004 -2.7002 -0.2565
B 0.1614 2.3292 -1.9510 -0.8051 0.0244 0.2113
F -0.1609 3.4176 -1.2674 -0.6295 2.4465 1.9676
F 1.2599 1.7296 -1.3690 1.5808 -0.5778 -0.1110
F -0.8872 1.4012 -1.8694 -0.9075 -1.3657 0.1927
F 0.3281 2.6873 -3.2128 1.0503 0.4074 -3.1802
B 2.1236 -1.1474 -0.8073 2.6398 -0.2098 -1.7261
F 2.3717 -2.4570 -1.1207 0.4030 -1.3080 0.8972
F 1.9234 -0.8104 0.5143 0.4902 -0.3371 1.7603
F 3.1202 -0.3640 -1.3729 0.9214 0.3393 0.4428
F 0.9951 -0.8414 -1.4497 -3.5078 0.7684 -1.9443
B 1.3735 2.2006 2.3447 0.7098 2.1921 1.9464
F 1.2177 2.4350 1.0001 -0.0221 0.8807 -1.7112
F 0.7453 3.1702 3.1578 0.5737 -0.1828 -0.6546
F 0.7608 1.0206 2.5581 -0.8401 -2.8976 0.4814
F 2.7591 2.1727 2.5958 0.0323 -0.2862 0.1461

no.,calculated total energy (eV),M (g/mol),orbital gap (eV)
1,-81962.544,127.01,7.705
2,-157829.534,1492.83,9.290